[1]
DFT (ωB97M-V with the def2-TZVPD basis set) results for 6 unconnected molecules or ions with the total composition C18H36BO19 at a distorted geometry.

```
74
Properties=species:S:1:pos:R:3
C -4.854 -2.831 0.644
C -6.116 -1.902 0.732
O -7.231 -2.636 0.215
B -8.458 -2.286 0.801
O -8.771 -1.000 1.295
C -9.599 -3.416 0.864
O -10.267 -3.528 -0.193
O -9.832 -4.104 1.894
H -4.551 -3.225 1.637
H -3.998 -2.357 0.128
H -5.170 -3.716 0.053
H -6.245 -1.541 1.770
H -5.932 -1.016 0.081
H -8.653 -0.357 0.579
C -3.842 2.848 2.671
O -3.244 3.165 1.413
C -3.167 2.130 0.570
O -3.547 1.012 0.790
O -2.594 2.557 -0.560
C -2.448 1.545 -1.559
H -3.849 3.758 3.267
H -4.869 2.511 2.535
H -3.257 2.092 3.196
H -3.421 1.159 -1.862
H -1.809 0.739 -1.199
H -1.975 2.001 -2.427
C 1.585 0.254 -2.324
O 0.665 -0.780 -2.672
C 1.007 -1.474 -3.762
O 1.989 -1.295 -4.435
O 0.070 -2.400 -3.972
C 0.309 -3.226 -5.112
H 1.209 0.748 -1.430
H 2.567 -0.163 -2.100
H 1.655 0.993 -3.122
H 1.240 -3.782 -4.996
H 0.330 -2.628 -6.023
H -0.513 -3.936 -5.182
C 3.714 -4.438 -1.439
O 4.755 -5.350 -1.789
C 4.595 -5.932 -2.980
O 3.682 -5.750 -3.741
O 5.630 -6.756 -3.180
C 5.589 -7.451 -4.425
H 3.949 -4.030 -0.458
H 3.664 -3.616 -2.154
H 2.755 -4.953 -1.379
H 5.616 -6.750 -5.259
H 4.704 -8.084 -4.484
H 6.473 -8.084 -4.473
C 5.685 1.032 1.897
O 4.379 0.762 1.389
C 3.395 1.370 2.059
O 3.529 2.091 3.013
O 2.238 1.037 1.486
C 1.087 1.621 2.103
H 6.394 0.488 1.276
H 5.911 2.096 1.834
H 5.779 0.680 2.924
H 1.130 2.709 2.048
H 0.997 1.292 3.138
H 0.213 1.278 1.552
C 1.651 8.274 1.707
O 2.061 6.935 1.982
C 2.478 6.736 3.237
O 2.527 7.568 4.105
O 2.828 5.454 3.356
C 3.297 5.090 4.656
H 1.337 8.311 0.666
H 0.807 8.554 2.337
H 2.480 8.967 1.847
H 2.518 5.244 5.403
H 4.193 5.656 4.914
H 3.548 4.033 4.628
```

Calculated values
E_LUMO, eV: 1.51
Multiplicity: 1
Total charge: -1

For each atom in turn, the Löwdin charge in e is: -0.071 -0.250 0.036 -0.503 0.112 -0.673 -0.079 -0.095 0.067 0.058 0.077 0.117 0.109 0.096 -0.041 -0.003 -0.622 0.129 -0.003 -0.037 0.091 0.101 0.096 0.101 0.092 0.092 -0.038 -0.002 -0.621 0.120 0.007 -0.037 0.083 0.097 0.099 0.094 0.097 0.095 -0.037 0.004 -0.617 0.122 0.001 -0.046 0.093 0.095 0.101 0.097 0.098 0.091 -0.044 0.003 -0.610 0.120 0.001 -0.026 0.093 0.098 0.097 0.100 0.101 0.090 -0.047 0.001 -0.618 0.122 0.002 -0.039 0.092 0.098 0.096 0.099 0.098 0.076


[2]
DFT (ωB97M-V with the def2-TZVPD basis set) results for 2 unconnected molecules or ions with the total composition C2H3N2O2 at a distorted geometry.

```
9
Properties=species:S:1:pos:R:3
C -1.297 0.924 -1.114
C -0.404 0.237 -0.173
N -2.027 0.138 -1.737
N 0.124 -0.298 0.766
O -2.912 -0.335 -2.434
O 2.291 -0.445 2.023
H -0.908 1.853 -1.604
H 2.620 -1.116 1.484
H 2.513 -0.959 2.790
```

Calculated values
E_LUMO, eV: -9.69
Energy relative to the best compared isomer or geometry (same formula, charge and spin), eV: 7.354
Multiplicity: 1
Total charge: +1

For each atom in turn, the natural (NBO) charge in e is: 0.001 0.120 0.402 0.005 0.089 -0.913 0.372 0.455 0.469


[3]
DFT (ωB97M-V with the def2-TZVPD basis set) results for a molecular structure, BrN6O19V at a distorted geometry.

```
27
Properties=species:S:1:pos:R:3
O 0.253 0.513 0.887
V -0.763 -0.259 -0.075
N 3.696 2.352 0.431
O 3.108 3.438 0.351
O 4.960 2.309 0.333
O 3.123 1.313 0.640
N 1.474 2.659 3.132
O 1.798 1.483 2.921
O 0.928 3.476 2.415
O 1.880 2.996 4.232
N -3.210 1.683 -1.233
O -4.127 1.266 -1.897
O -3.487 2.603 -0.476
O -2.172 1.004 -1.199
N -2.655 -2.472 -1.648
O -2.786 -3.679 -1.542
O -1.632 -1.850 -1.325
O -3.692 -1.770 -1.864
N 0.220 -3.228 1.336
O 1.104 -3.554 2.121
O 0.261 -2.066 0.948
O -0.512 -4.087 0.859
N 1.323 -0.974 -2.734
O 2.474 -0.728 -3.206
O 0.923 -0.611 -1.566
O 0.611 -1.479 -3.597
Br -3.097 -0.338 1.757
```

Calculated values
E_LUMO (alpha / beta), eV: 10.94 / 10.94
Multiplicity: 2
Total charge: -5

For each atom in turn, the natural (NBO) charge in e is: -0.342 1.534 0.712 -0.578 -0.698 -0.433 0.719 -0.503 -0.530 -0.675 0.747 -0.512 -0.521 -0.550 0.737 -0.519 -0.541 -0.546 0.741 -0.574 -0.499 -0.530 0.728 -0.562 -0.519 -0.513 -0.773


[4]
DFT (ωB97M-V with the def2-TZVPD basis set) results for a molecular structure, C50H60N3P2PdS2Si2 at a distorted geometry.

```
120
Properties=species:S:1:pos:R:3
Pd 0.063 -0.099 -0.300
C 0.797 -4.320 0.074
Si -0.717 -3.597 -0.752
C -2.203 -4.658 -0.294
C -0.508 -3.654 -2.609
N -1.039 -1.962 -0.234
P -1.860 -1.457 1.052
C -1.201 0.123 1.082
P -0.666 1.685 1.596
N 0.500 1.830 0.498
Si 1.887 2.877 0.313
C 2.029 3.512 -1.434
C 1.688 4.356 1.452
C 3.518 2.038 0.706
C -0.101 1.775 3.300
C -0.970 2.112 4.336
C -0.529 2.068 5.650
C 0.775 1.689 5.936
C 1.646 1.353 4.907
C 1.209 1.395 3.592
C -2.029 2.854 1.468
C -3.224 2.454 0.873
C -4.267 3.359 0.735
C -4.116 4.665 1.176
C -2.923 5.070 1.764
C -1.884 4.168 1.916
C -1.611 -2.351 2.591
C -2.408 -3.439 2.947
C -2.133 -4.150 4.104
C -1.066 -3.779 4.912
C -0.276 -2.690 4.570
C -0.549 -1.978 3.413
C -3.638 -1.364 0.802
C -4.129 -1.373 -0.501
C -5.482 -1.180 -0.732
C -6.343 -0.964 0.337
C -5.854 -0.944 1.637
C -4.502 -1.147 1.873
H 1.048 -5.282 -0.382
H 0.613 -4.493 1.138
H 1.671 -3.673 -0.015
H -2.271 -5.495 -0.994
H -3.152 -4.119 -0.347
H -2.102 -5.083 0.706
H -0.658 -4.685 -2.939
H 0.491 -3.357 -2.936
H -1.238 -3.030 -3.130
H 1.144 4.074 -1.730
H 2.158 2.704 -2.160
H 2.902 4.166 -1.501
H 0.924 5.042 1.077
H 2.634 4.905 1.461
H 1.456 4.100 2.488
H 3.631 1.075 0.208
H 3.690 1.891 1.774
H 4.317 2.688 0.338
H -1.990 2.407 4.123
H -1.205 2.336 6.452
H 1.117 1.663 6.962
H 2.666 1.068 5.127
H 1.890 1.154 2.786
H -3.338 1.439 0.512
H -5.196 3.040 0.279
H -4.929 5.371 1.064
H -2.807 6.089 2.111
H -0.965 4.483 2.394
H -3.246 -3.728 2.324
H -2.755 -4.992 4.378
H -0.856 -4.336 5.816
H 0.545 -2.388 5.206
H 0.049 -1.111 3.159
H -3.444 -1.539 -1.326
H -5.867 -1.199 -1.743
H -7.399 -0.815 0.157
H -6.526 -0.777 2.468
H -4.124 -1.136 2.889
C -4.148 0.712 -4.017
C -3.495 0.063 -5.239
C -4.186 -1.280 -5.514
C -3.698 0.993 -6.443
C -2.008 -0.205 -5.016
C -1.194 -0.553 -6.113
C 0.140 -0.874 -5.975
C 0.691 -0.843 -4.698
S 2.276 -1.312 -4.163
C 1.795 -1.001 -2.537
N 0.586 -0.551 -2.399
C -0.087 -0.469 -3.602
C -1.440 -0.166 -3.755
C 2.555 -1.248 -1.331
C 3.818 -1.833 -1.281
C 4.403 -2.096 -0.054
C 3.727 -1.787 1.119
C 2.469 -1.197 1.077
C 1.892 -0.926 -0.147
H -5.183 0.965 -4.252
H -3.629 1.623 -3.710
H -4.165 0.035 -3.160
H -5.251 -1.126 -5.702
H -4.081 -1.952 -4.659
H -3.758 -1.776 -6.386
H -4.752 1.266 -6.524
H -3.414 0.520 -7.382
H -3.117 1.911 -6.335
H -1.626 -0.589 -7.103
H 0.732 -1.159 -6.835
H -2.015 0.101 -2.880
H 4.335 -2.088 -2.199
H 5.382 -2.553 -0.012
H 4.180 -2.005 2.077
H 1.950 -0.966 1.998
C -1.218 3.276 -4.264
S -1.306 2.887 -2.507
C -2.085 4.406 -1.929
H -0.592 4.152 -4.430
H -2.210 3.452 -4.683
H -0.771 2.421 -4.771
H -3.141 4.441 -2.197
H -1.574 5.275 -2.347
H -1.992 4.438 -0.845
```

Calculated values
E_LUMO, eV: -3.17
Energy relative to the best compared isomer or geometry (same formula, charge and spin), eV: 0.000
Multiplicity: 1
Total charge: +1

Atom charges from the Löwdin analysis, given in e for atoms 1 to 99: 1.064 -0.151 0.365 -0.159 -0.152 -0.298 0.715 -0.460 0.728 -0.313 0.347 -0.185 -0.164 -0.162 -0.300 -0.066 -0.060 -0.062 -0.060 -0.104 -0.299 -0.075 -0.067 -0.067 -0.066 -0.092 -0.286 -0.092 -0.059 -0.061 -0.060 -0.074 -0.309 -0.089 -0.067 -0.062 -0.064 -0.078 0.041 0.033 0.007 0.037 0.021 0.021 0.041 0.015 0.027 -0.005 0.028 0.039 0.028 0.041 0.020 0.010 0.027 0.041 0.110 0.111 0.111 0.112 0.069 0.087 0.111 0.112 0.113 0.098 0.106 0.112 0.111 0.109 0.071 0.094 0.105 0.110 0.110 0.113 -0.050 -0.547 -0.034 -0.040 -0.166 -0.015 -0.054 -0.448 1.152 -0.548 0.019 -0.306 -0.013 -0.247 -0.023 -0.060 -0.061 -0.105 -0.176 0.093 0.058 0.058 0.090


[5]
DFT (ωB97M-V with the def2-TZVPD basis set) results for a molecular structure, C36H63Cl44F6GaNO5 at a distorted geometry.

```
156
Properties=species:S:1:pos:R:3
C 0.109 4.366 -0.496
C -1.205 4.755 -0.336
C -2.162 3.799 0.307
Ga -3.276 2.895 -1.201
C -4.766 4.243 -1.652
C -6.133 3.546 -2.010
C -6.929 3.409 -0.663
C -7.700 2.049 -0.724
C -8.546 1.781 0.542
C -1.981 2.632 -2.771
O -2.508 1.856 -3.900
N -3.371 2.622 -4.671
O -4.438 2.112 -4.629
C -4.014 1.162 -0.357
O -4.553 1.236 0.700
C -3.905 -0.299 -0.954
F -5.111 -0.927 -0.676
F -3.748 -0.342 -2.292
C -2.838 -1.188 -0.258
F -2.885 -1.048 1.080
F -3.082 -2.497 -0.490
C -1.404 -0.910 -0.765
F -1.193 -1.466 -1.959
F -1.161 0.413 -0.719
C -0.379 -1.591 0.228
O -0.079 -2.715 0.125
O 0.143 -0.762 1.177
H 0.541 4.189 -1.488
H 0.744 4.159 0.374
H -1.580 5.726 -0.687
H -2.835 4.254 1.060
H -1.532 2.993 0.745
H -4.931 4.787 -0.707
H -4.393 4.913 -2.446
H -6.004 2.545 -2.450
H -6.709 4.228 -2.678
H -6.240 3.403 0.201
H -7.626 4.246 -0.507
H -6.923 1.278 -0.848
H -8.332 2.101 -1.627
H -9.170 2.639 0.837
H -7.910 1.427 1.369
H -9.230 0.941 0.315
H -1.771 3.652 -3.167
H -0.987 2.236 -2.493
H -0.641 -0.294 1.529
C 1.975 -4.225 2.117
Cl 2.252 -4.461 3.846
Cl 3.249 -4.960 1.136
H 1.025 -4.679 1.854
H 1.946 -3.160 1.911
C -0.135 -5.977 -0.486
Cl -0.994 -7.150 0.527
Cl 0.238 -6.647 -2.079
H -0.759 -5.097 -0.611
H 0.794 -5.707 0.004
C 0.810 0.102 -3.903
Cl 0.911 1.044 -5.398
Cl 1.668 0.902 -2.580
H -0.234 -0.009 -3.629
H 1.256 -0.872 -4.073
C 1.323 -1.307 -8.386
Cl 1.904 -0.947 -10.017
Cl 1.711 -2.967 -7.909
H 1.792 -0.625 -7.689
H 0.246 -1.177 -8.362
C 0.846 -0.586 4.243
Cl 2.041 -1.259 5.352
Cl 0.581 1.137 4.540
H 1.206 -0.717 3.230
H -0.093 -1.114 4.374
C -1.545 8.632 -3.048
Cl -2.461 7.125 -3.078
Cl -0.762 8.894 -1.484
H -0.778 8.591 -3.816
H -2.222 9.458 -3.244
C -3.160 -6.507 3.332
Cl -4.780 -5.970 3.796
Cl -1.953 -5.250 3.623
H -2.900 -7.383 3.918
H -3.162 -6.754 2.276
C 1.004 -9.767 3.012
Cl 1.867 -8.230 3.104
Cl -0.517 -9.713 3.914
H 0.786 -9.984 1.971
H 1.632 -10.547 3.431
C 4.371 0.494 -6.776
Cl 5.889 1.364 -6.502
Cl 3.458 1.185 -8.120
H 4.598 -0.544 -7.003
H 3.766 0.554 -5.876
C 5.134 -6.321 -2.250
Cl 5.445 -6.582 -0.531
Cl 6.397 -7.043 -3.257
H 4.180 -6.772 -2.505
H 5.102 -5.253 -2.441
C 1.098 4.542 6.331
Cl 2.642 5.362 6.609
Cl 0.198 5.267 4.998
H 1.297 3.502 6.092
H 0.500 4.607 7.234
C 6.435 5.023 7.617
Cl 6.663 4.792 9.354
Cl 7.715 4.230 6.687
H 5.478 4.599 7.329
H 6.451 6.086 7.398
C -8.222 6.852 -2.722
Cl -9.164 5.357 -2.697
Cl -7.439 7.158 -1.168
H -7.457 6.769 -3.488
H -8.886 7.680 -2.947
C 6.437 0.656 6.998
Cl 6.793 0.291 8.693
Cl 4.733 0.392 6.621
H 6.683 1.696 6.807
H 7.040 0.011 6.367
C 3.583 6.404 0.070
Cl 3.877 6.064 1.784
Cl 1.880 6.122 -0.365
H 3.839 7.441 -0.128
H 4.209 5.749 -0.528
C -2.520 5.879 -7.078
Cl -3.422 4.732 -6.081
Cl -2.092 5.180 -8.649
H -3.128 6.763 -7.245
H -1.608 6.150 -6.556
C 9.106 0.013 11.681
Cl 8.905 -0.084 13.435
Cl 9.835 1.547 11.194
H 9.750 -0.798 11.358
H 8.133 -0.075 11.211
C -6.111 -2.360 -3.695
Cl -7.831 -1.972 -3.833
Cl -5.866 -4.049 -3.238
H -5.635 -2.184 -4.654
H -5.668 -1.721 -2.940
C 7.497 -1.646 -7.315
Cl 6.623 -2.782 -6.277
Cl 7.859 -2.358 -8.892
H 6.881 -0.765 -7.459
H 8.429 -1.373 -6.831
C 4.495 -8.731 -6.357
Cl 3.048 -7.973 -7.033
Cl 5.474 -9.493 -7.617
H 5.090 -7.971 -5.862
H 4.192 -9.489 -5.642
C 3.494 -6.054 7.278
Cl 2.386 -7.282 7.901
Cl 3.611 -4.674 8.376
H 4.478 -6.495 7.161
H 3.128 -5.707 6.317
C -1.415 -2.527 6.940
Cl -2.838 -1.794 6.190
Cl -0.385 -3.310 5.737
H -0.842 -1.752 7.439
H -1.740 -3.271 7.659
```

Calculated values
E_LUMO, eV: 1.24
Multiplicity: 1
Total charge: -1

Atom charges from the Löwdin analysis, given in e for atoms 1 to 99: -0.263 -0.272 -0.212 0.533 -0.225 -0.281 -0.247 -0.261 -0.115 -0.207 -0.228 -0.187 0.035 -0.266 0.062 -0.382 0.082 0.120 -0.362 0.163 0.150 -0.365 0.163 0.133 -0.392 0.191 0.108 0.032 0.020 0.055 0.053 0.050 0.038 0.014 0.078 0.055 0.100 0.057 0.086 0.104 0.066 0.070 0.062 0.060 0.024 0.129 -1.009 0.509 0.512 -0.001 0.018 -1.016 0.531 0.514 0.018 -0.029 -1.005 0.550 0.540 0.002 0.029 -1.055 0.486 0.497 -0.078 0.031 -1.039 0.470 0.542 0.003 -0.023 -1.025 0.541 0.505 0.022 0.021 -1.043 0.511 0.480 0.010 -0.018 -1.027 0.497 0.500 0.021 0.024 -0.998 0.544 0.536 0.010 0.002 -1.013 0.489 0.510 0.024 0.029 -1.031 0.502 0.516


[6]
DFT (ωB97M-V with the def2-TZVPD basis set) results for a molecular structure, C18H33BN2O3S at a distorted geometry.

```
58
Properties=species:S:1:pos:R:3
O 1.313 1.577 1.026
B 1.237 2.139 -0.291
O 2.316 2.955 -0.668
O 0.111 1.921 -1.153
C -1.012 1.926 -0.274
C -1.556 3.204 0.121
C -2.751 3.204 1.068
C -3.290 1.949 1.576
C -2.682 0.646 1.165
N -2.988 -0.663 1.521
S -1.931 -1.667 0.709
N -0.957 -0.616 -0.178
C -1.510 0.589 0.195
H 1.196 0.612 0.917
H 2.926 2.965 0.098
H -1.128 4.171 -0.258
H -3.148 4.210 1.354
H -4.164 1.945 2.266
C 4.113 0.551 4.541
C 4.603 1.925 4.100
C 4.624 2.094 2.581
C 5.570 1.148 1.835
C 7.034 1.219 2.267
C 7.666 2.584 2.020
H 4.768 -0.246 4.182
H 4.089 0.490 5.632
H 3.103 0.360 4.170
H 5.593 2.116 4.521
H 3.937 2.683 4.524
H 4.889 3.132 2.348
H 3.610 1.950 2.192
H 5.504 1.368 0.763
H 5.219 0.117 1.949
H 7.599 0.468 1.706
H 7.136 0.953 3.323
H 7.621 2.846 0.960
H 8.717 2.574 2.320
H 7.169 3.370 2.591
C -4.064 -1.077 -2.250
C -4.366 -2.540 -1.951
C -3.699 -3.503 -2.934
C -4.152 -3.359 -4.390
C -5.653 -3.523 -4.622
C -6.170 -4.907 -4.249
H -4.442 -0.777 -3.230
H -4.538 -0.433 -1.504
H -2.987 -0.888 -2.224
H -5.448 -2.697 -1.934
H -4.006 -2.770 -0.943
H -3.879 -4.529 -2.597
H -2.614 -3.360 -2.892
H -3.615 -4.100 -4.993
H -3.841 -2.382 -4.774
H -5.862 -3.348 -5.682
H -6.213 -2.761 -4.071
H -5.660 -5.681 -4.827
H -7.240 -4.981 -4.457
H -6.028 -5.120 -3.187
```

Calculated values
E_LUMO, eV: -1.15
Multiplicity: 1

For each atom in turn, the natural (NBO) charge in e is: -0.941 1.285 -0.889 -0.696 0.301 -0.268 -0.169 -0.247 0.111 -0.568 0.871 -0.573 0.066 0.501 0.501 0.247 0.232 0.241 -0.610 -0.397 -0.409 -0.397 -0.399 -0.610 0.200 0.210 0.203 0.194 0.203 0.196 0.210 0.198 0.200 0.202 0.194 0.202 0.210 0.200 -0.619 -0.399 -0.398 -0.397 -0.398 -0.609 0.205 0.210 0.204 0.195 0.197 0.199 0.201 0.200 0.201 0.201 0.194 0.201 0.209 0.200


- What is the multiplicity in the first record?
  1